[1]
C18H26AuBN10O | ωB97M-V/def2-TZVPD

Geometry as XYZ:
```
57
C18H26AuBN10O | OMol25 | ωB97M-V/def2-TZVPD
Au 1.336 0.610 -0.003
C 2.425 0.354 -3.290
C 1.152 -0.294 -2.880
C 0.266 -1.094 -3.599
C -0.753 -1.426 -2.728
N -0.515 -0.855 -1.535
N 0.636 -0.163 -1.649
B -1.201 -0.902 -0.134
N -1.539 0.557 0.266
C -2.639 1.148 0.774
C -2.391 2.486 0.970
C -1.072 2.697 0.559
C -0.283 3.955 0.503
N -0.580 1.532 0.137
N -0.220 -1.606 0.845
C -0.404 -2.476 1.861
C 0.810 -2.787 2.426
C 1.764 -2.036 1.727
C 3.237 -1.976 1.907
N 1.129 -1.344 0.781
N -2.497 -1.753 -0.327
C -2.667 -3.161 -0.238
C -3.930 -3.454 -0.627
C -4.513 -2.219 -0.970
C -5.836 -1.876 -1.472
N -3.561 -1.193 -0.781
H 2.728 -0.015 -4.268
H 2.306 1.436 -3.370
H 3.233 0.121 -2.593
H 0.358 -1.384 -4.632
H -1.635 -2.022 -2.893
H -3.539 0.585 0.951
H -3.082 3.224 1.341
H -0.696 4.693 1.187
H 0.759 3.786 0.776
H -0.315 4.375 -0.503
H -1.388 -2.815 2.141
H 0.991 -3.470 3.239
H 3.515 -2.426 2.857
H 3.737 -2.532 1.113
H 3.595 -0.947 1.900
H -1.848 -3.800 0.050
H -4.391 -4.428 -0.673
H -6.521 -2.717 -1.431
H -6.238 -1.015 -0.928
H -5.742 -1.541 -2.516
C 3.791 2.559 -0.197
N 3.552 2.883 1.200
C 2.759 2.259 2.070
N 2.762 2.632 3.344
O 1.966 1.282 1.781
H 3.861 3.480 -0.774
H 2.941 2.018 -0.642
H 4.695 1.966 -0.326
H 4.160 3.595 1.580
H 3.390 3.332 3.708
H 2.146 2.162 3.988
```

Computed properties:
Charge   +3
Relative energy (zero: lowest compared OMol25 entry of this formula, charge and spin)   4.94 kcal/mol
Multiplicity   2
HOMO level (alpha / beta)   -18.005 / -18.004 eV

These are the Löwdin partial charges, in e, on atoms 1 to 6:
1 Au 1.395
2 C 0.004
3 C -0.261
4 C 0.055
5 C 0.011
6 N 0.039


[2]
C18H26Cl5N8O3V | ωB97M-V/def2-TZVPD

Geometry as XYZ:
```
61
C18H26Cl5N8O3V | OMol25 | ωB97M-V/def2-TZVPD
V -0.239 0.415 -0.933
Cl -0.832 7.115 2.235
C -0.556 5.550 1.612
C 0.032 4.572 2.418
Cl 0.465 4.925 4.033
C 0.266 3.299 1.903
Cl 0.967 2.045 2.862
C -0.075 3.018 0.591
O 0.173 1.797 0.066
C -0.693 3.973 -0.204
Cl -1.200 3.530 -1.797
C -0.931 5.249 0.298
Cl -1.681 6.427 -0.683
N -1.723 -0.277 0.602
C -1.536 -1.750 0.563
C -2.796 -2.577 0.823
C -3.284 -2.720 2.266
C -2.612 -3.831 3.075
N -1.289 -3.522 3.642
C -1.102 -2.877 4.792
N 0.126 -2.755 5.298
N -2.129 -2.314 5.426
C -0.967 -2.108 -0.815
O -0.484 -3.167 -1.064
O -1.034 -1.069 -1.689
H -1.593 0.100 1.535
H -2.667 -0.041 0.303
H -0.740 -1.987 1.274
H -2.634 -3.572 0.403
H -3.596 -2.129 0.224
H -4.338 -3.002 2.219
H -3.260 -1.763 2.798
H -2.463 -4.704 2.440
H -3.259 -4.171 3.885
H -0.495 -4.017 3.268
H 0.911 -3.219 4.874
H 0.283 -2.312 6.187
H -3.075 -2.483 5.129
H -2.007 -1.904 6.337
C 1.994 -0.821 -2.540
N 1.273 0.514 -2.408
C 2.329 1.562 -2.092
N 3.354 1.592 -3.093
C 3.997 0.277 -3.171
N 3.029 -0.764 -3.531
C 2.431 -0.423 -4.827
N 1.766 0.883 -4.773
C 0.724 0.845 -3.786
C 2.752 1.900 -4.395
H 1.245 -1.568 -2.805
H 2.420 -1.060 -1.561
H 2.753 1.318 -1.116
H 1.820 2.525 -2.036
H 4.447 0.037 -2.206
H 4.781 0.309 -3.925
H 1.706 -1.188 -5.104
H 3.215 -0.389 -5.582
H -0.009 0.076 -4.034
H 0.235 1.818 -3.717
H 2.267 2.876 -4.346
H 3.535 1.935 -5.149
```

Computed properties:
Charge   +2
Relative energy (zero: lowest compared OMol25 entry of this formula, charge and spin)   29.55 kcal/mol
Multiplicity   3
HOMO level (alpha / beta)   -13.618 / -13.646 eV

These are the Löwdin partial charges, in e, on atoms 1 to 6:
1 V 1.138
2 Cl 0.752
3 C -0.692
4 C -0.690
5 Cl 0.743
6 C -0.606


[3]
C18H26F4N2O14 | ωB97M-V/def2-TZVPD

Geometry as XYZ:
```
64
C18H26F4N2O14 | OMol25 | ωB97M-V/def2-TZVPD
C -2.189 4.655 0.136
C -1.529 6.036 0.120
O -1.576 6.712 1.107
N -0.670 6.234 -0.892
C 0.070 7.476 -1.148
H -3.264 4.776 0.002
H -2.138 4.131 1.091
H -1.837 4.104 -0.736
H -0.459 5.493 -1.545
H 0.819 7.734 -0.399
H -0.590 8.336 -1.257
H 0.646 7.401 -2.071
C 2.360 2.680 -7.506
C 1.215 3.457 -7.051
O 0.913 3.550 -5.871
N 0.574 4.108 -8.016
C -0.565 5.082 -7.807
H 3.076 2.775 -6.690
H 2.789 3.081 -8.425
H 1.953 1.679 -7.649
H 0.912 4.089 -8.968
H -1.433 4.505 -7.487
H -0.903 5.626 -8.689
H -0.291 5.788 -7.023
C -4.339 -4.954 -2.710
C -3.844 -4.042 -1.530
O -3.395 -2.942 -2.221
C -3.043 -3.282 -3.522
O -2.223 -2.644 -4.192
O -3.501 -4.521 -3.720
F -2.843 -4.492 -0.764
H -5.350 -4.767 -3.070
H -4.285 -6.027 -2.529
H -4.698 -3.724 -0.931
C -5.268 -1.399 5.828
C -4.117 -1.950 6.592
O -4.389 -1.477 7.914
C -5.260 -0.424 7.856
O -5.614 0.240 8.770
O -5.665 -0.242 6.554
F -3.032 -1.453 5.988
H -6.113 -2.085 5.779
H -5.016 -1.063 4.822
H -4.205 -3.036 6.612
C 6.200 -5.802 4.971
C 4.881 -5.195 5.451
O 4.499 -6.050 6.449
C 5.675 -6.456 7.035
O 5.824 -6.889 8.215
O 6.645 -6.371 6.165
F 4.021 -5.305 4.441
H 6.813 -4.957 4.653
H 6.060 -6.519 4.162
H 5.019 -4.179 5.821
C 2.937 -1.400 -0.954
C 2.439 -0.139 -0.104
O 3.791 0.316 0.327
C 4.581 -0.676 0.519
O 5.704 -0.631 1.054
O 4.086 -1.770 -0.199
F 1.730 -0.564 0.926
H 3.218 -1.074 -1.955
H 2.284 -2.250 -1.150
H 1.910 0.688 -0.577
```

Computed properties:
Charge   0
Relative energy (zero: lowest compared OMol25 entry of this formula, charge and spin)   83.01 kcal/mol
SMILES string   O=C1OC[C@@H](F)O1.O=C1OC[C@@H](F)O1.O=C1OC[C@@H](F)O1.O=C1OC[C@@H](F)O1.CNC(C)=O.CNC(C)=O
HOMO level   -9.502 eV

These are the Löwdin partial charges, in e, on atoms 1 to 6:
1 C -0.004
2 C -0.583
3 O 0.063
4 N 0.002
5 C -0.070
6 H 0.076


[4]
C18H26FN6O4PbS2 | ωB97M-V/def2-TZVPD

Geometry as XYZ:
```
58
C18H26FN6O4PbS2 | OMol25 | ωB97M-V/def2-TZVPD
Pb 0.248 1.830 0.264
N -2.955 2.593 0.674
C -3.679 1.963 -0.417
C -3.880 0.459 -0.166
N -2.660 -0.292 0.095
C -2.795 -1.270 1.185
C -1.539 -1.548 2.015
N -1.166 -0.386 2.826
C -2.071 -0.934 -1.088
C -1.698 -0.061 -2.306
N -0.602 0.912 -2.148
H -3.480 2.595 1.540
H -2.692 3.546 0.457
H -3.092 2.120 -1.319
H -4.680 2.398 -0.579
H -4.424 0.035 -1.027
H -4.538 0.374 0.704
H -3.146 -2.239 0.788
H -3.565 -0.911 1.875
H -0.696 -1.775 1.364
H -1.745 -2.424 2.646
H -0.368 -0.601 3.414
H -1.940 -0.078 3.403
H -2.763 -1.715 -1.459
H -1.154 -1.411 -0.752
H -2.596 0.464 -2.639
H -1.426 -0.779 -3.092
H -0.684 1.628 -2.861
H 0.294 0.425 -2.293
S 2.839 1.777 0.588
C 3.336 3.428 0.219
C 4.710 3.644 0.053
C 5.223 4.891 -0.251
C 4.363 5.977 -0.350
C 3.005 5.790 -0.169
C 2.463 4.524 0.078
S 0.700 4.416 0.156
H 5.367 2.790 0.160
H 6.287 5.015 -0.412
H 4.746 6.965 -0.577
H 2.320 6.627 -0.232
F -1.776 -4.814 -0.047
C -0.499 -4.548 0.287
C 0.317 -3.963 -0.606
N 1.632 -3.716 -0.354
C 2.378 -2.896 -1.294
C 1.700 -1.471 -1.372
O 1.695 -0.951 -2.500
O 1.184 -1.089 -0.302
C 2.183 -4.003 0.882
O 3.347 -3.828 1.166
N 1.295 -4.572 1.781
C -0.046 -4.904 1.613
O -0.682 -5.431 2.503
H -0.050 -3.679 -1.583
H 2.367 -3.333 -2.292
H 3.396 -2.787 -0.933
H 1.692 -4.778 2.686
```

Computed properties:
Charge   -1
Relative energy (zero: lowest compared OMol25 entry of this formula, charge and spin)   6.47 kcal/mol
HOMO level   -4.389 eV

These are the Löwdin partial charges, in e, on atoms 1 to 6:
1 Pb 0.846
2 N -0.024
3 C -0.276
4 C -0.204
5 N -0.157
6 C -0.190


[5]
C18H26IN4O9 | ωB97M-V/def2-TZVPD

Geometry as XYZ:
```
58
C18H26IN4O9 | OMol25 | ωB97M-V/def2-TZVPD
O -8.084 -2.066 -2.970
O -5.158 -1.411 0.201
O 2.519 5.293 2.211
O 2.423 -1.052 -0.457
O 4.303 2.789 4.853
O 3.306 -2.126 1.267
I -6.291 -1.997 -5.914
O -1.526 -0.477 -4.602
O -1.217 0.575 -1.694
O -0.020 -1.896 -0.621
C -6.903 -1.924 -2.701
C -5.301 -1.601 -0.992
C 3.054 4.201 2.343
C 2.683 -1.169 0.763
C 3.758 1.775 4.429
C -5.855 -1.848 -3.712
C -4.563 -1.667 -3.283
N -6.582 -1.827 -1.385
N 4.027 0.629 5.065
N -4.256 -1.573 -1.911
N 2.341 3.185 2.830
C 4.492 4.030 1.888
C 3.482 -0.708 4.820
C -0.326 -0.046 -3.927
C -2.598 0.224 -1.826
C 2.130 -0.100 1.706
C -1.871 -2.250 -2.090
C -0.286 -0.269 -2.397
C -0.434 -1.746 -1.978
C -2.882 -1.251 -1.484
C 3.178 0.973 2.027
C 2.754 1.826 3.246
H -1.469 -0.262 -5.549
H 0.934 -1.601 -0.536
H -3.779 -1.583 -4.032
H -7.316 -1.757 -0.698
H 4.698 0.724 5.810
H 1.387 3.438 3.023
H 4.501 3.521 0.928
H 4.937 5.017 1.779
H 5.065 3.463 2.614
H 2.392 -0.687 4.851
H 3.839 -1.394 5.589
H 3.810 -1.090 3.850
H -0.185 1.024 -4.110
H 0.529 -0.569 -4.369
H -2.939 0.462 -2.835
H -3.178 0.853 -1.144
H 1.258 0.384 1.259
H 1.793 -0.584 2.624
H -1.961 -3.209 -1.569
H -2.073 -2.443 -3.143
H 0.714 0.046 -2.079
H 0.219 -2.363 -2.603
H -2.772 -1.340 -0.396
H 4.135 0.495 2.236
H 3.310 1.593 1.141
H 1.855 1.364 3.653
```

Computed properties:
Charge   -1
HOMO level   -5.493 eV

These are the Löwdin partial charges, in e, on atoms 1 to 6:
1 O 0.017
2 O 0.079
3 O 0.015
4 O -0.070
5 O 0.030
6 O -0.036


What is the formula in the third record? C18H26F4N2O14


What is the formula in the third record? C18H26F4N2O14


Please write out number 1 again, unchanged.
C18H26AuBN10O | ωB97M-V/def2-TZVPD

Geometry as XYZ:
```
57
C18H26AuBN10O | OMol25 | ωB97M-V/def2-TZVPD
Au 1.336 0.610 -0.003
C 2.425 0.354 -3.290
C 1.152 -0.294 -2.880
C 0.266 -1.094 -3.599
C -0.753 -1.426 -2.728
N -0.515 -0.855 -1.535
N 0.636 -0.163 -1.649
B -1.201 -0.902 -0.134
N -1.539 0.557 0.266
C -2.639 1.148 0.774
C -2.391 2.486 0.970
C -1.072 2.697 0.559
C -0.283 3.955 0.503
N -0.580 1.532 0.137
N -0.220 -1.606 0.845
C -0.404 -2.476 1.861
C 0.810 -2.787 2.426
C 1.764 -2.036 1.727
C 3.237 -1.976 1.907
N 1.129 -1.344 0.781
N -2.497 -1.753 -0.327
C -2.667 -3.161 -0.238
C -3.930 -3.454 -0.627
C -4.513 -2.219 -0.970
C -5.836 -1.876 -1.472
N -3.561 -1.193 -0.781
H 2.728 -0.015 -4.268
H 2.306 1.436 -3.370
H 3.233 0.121 -2.593
H 0.358 -1.384 -4.632
H -1.635 -2.022 -2.893
H -3.539 0.585 0.951
H -3.082 3.224 1.341
H -0.696 4.693 1.187
H 0.759 3.786 0.776
H -0.315 4.375 -0.503
H -1.388 -2.815 2.141
H 0.991 -3.470 3.239
H 3.515 -2.426 2.857
H 3.737 -2.532 1.113
H 3.595 -0.947 1.900
H -1.848 -3.800 0.050
H -4.391 -4.428 -0.673
H -6.521 -2.717 -1.431
H -6.238 -1.015 -0.928
H -5.742 -1.541 -2.516
C 3.791 2.559 -0.197
N 3.552 2.883 1.200
C 2.759 2.259 2.070
N 2.762 2.632 3.344
O 1.966 1.282 1.781
H 3.861 3.480 -0.774
H 2.941 2.018 -0.642
H 4.695 1.966 -0.326
H 4.160 3.595 1.580
H 3.390 3.332 3.708
H 2.146 2.162 3.988
```

Computed properties:
Charge   +3
Relative energy (zero: lowest compared OMol25 entry of this formula, charge and spin)   4.94 kcal/mol
Multiplicity   2
HOMO level (alpha / beta)   -18.005 / -18.004 eV

These are the Löwdin partial charges, in e, on atoms 1 to 6:
1 Au 1.395
2 C 0.004
3 C -0.261
4 C 0.055
5 C 0.011
6 N 0.039